(1)
2 unconnected molecules or ions with the total composition C5H14N2O3S in a non-equilibrium geometry. Source: the Open Molecules 2025 dataset; level of theory: ωB97M-V/def2-TZVPD.

Geometry as XYZ:
```
25
Properties=species:S:1:pos:R:3:mulliken_charge:R:1
C 0.532 -3.902 -0.650 -1.06
C -1.126 3.738 -0.887 -1.30
C 0.096 -3.189 0.598 -0.27
C 0.793 -1.849 0.671 -0.61
C 0.158 3.090 -0.577 0.83
N 1.084 3.917 -0.105 -0.44
N 0.384 1.881 -0.896 -0.66
O -2.202 -0.863 0.654 -0.59
O -0.382 0.492 1.691 -0.60
O 0.297 -0.850 -0.248 -0.35
S -0.858 0.217 0.339 0.90
H 1.644 -4.265 -0.598 0.26
H -0.042 -4.803 -0.601 0.34
H 0.455 -3.353 -1.597 0.29
H -1.424 3.475 -1.941 0.28
H -1.868 3.435 -0.165 0.24
H -1.082 4.752 -1.031 0.54
H 0.551 -3.532 1.506 0.30
H -0.946 -3.256 0.708 0.32
H 0.757 -1.450 1.743 0.33
H 1.886 -2.169 0.464 0.33
H 0.709 4.791 0.170 0.21
H 1.995 3.404 0.017 0.23
H 1.263 1.444 -0.715 0.19
H -2.674 -1.154 1.449 0.30
```

Values from the calculation:
Largest force on an atom in eV/Å: 3.6
Lowest unoccupied orbital energy in eV: 0.78
Total charge: 0
Highest occupied orbital energy in eV: -8.869
Gap between HOMO and LUMO in eV: 9.650
Energy relative to the best compared isomer or geometry (same formula, charge and spin) in eV: 1.0307
Spin multiplicity: 1
Total energy in a.u.: -932.22780

---

(2)
2 unconnected molecules or ions with the total composition C5H14N2O4P in a non-equilibrium geometry. Source: the Open Molecules 2025 dataset; level of theory: ωB97M-V/def2-TZVPD.

Geometry as XYZ:
```
26
Properties=species:S:1:pos:R:3:mulliken_charge:R:1
C 0.561 2.873 1.160 0.51
C -0.997 3.877 -0.544 -0.79
C 1.572 -1.570 1.611 -0.68
C -2.224 -2.300 0.232 -0.67
C 1.012 -2.038 -2.331 -0.75
N -0.201 2.854 0.168 -0.08
N 1.181 2.605 2.152 -0.31
O -0.356 0.567 -0.973 -0.77
O 0.971 -0.530 0.875 -0.27
O -1.277 -1.389 0.751 -0.30
O 0.128 -2.018 -1.173 -0.24
P -0.169 -0.748 -0.227 1.04
H -0.429 4.812 -0.440 0.34
H -1.343 3.422 -1.509 0.22
H -1.889 3.806 0.071 0.38
H 1.006 -2.413 1.463 0.35
H 1.474 -1.333 2.746 0.25
H 2.720 -1.548 1.406 0.25
H -1.940 -2.530 -0.813 0.34
H -3.065 -1.756 0.458 0.30
H -2.103 -3.252 0.763 0.24
H 2.077 -2.068 -1.975 0.28
H 0.945 -1.192 -2.970 0.35
H 0.635 -2.746 -3.057 0.29
H -0.402 1.771 -0.277 0.39
H 2.112 2.843 2.434 0.32
```

Values from the calculation:
Largest force on an atom in eV/Å: 4.5
Lowest unoccupied orbital energy in eV: -3.20
Total charge: +1
Highest occupied orbital energy in eV: -14.440
Gap between HOMO and LUMO in eV: 11.244
Energy relative to the best compared isomer or geometry (same formula, charge and spin) in eV: 2.6782
Spin multiplicity: 1
Total energy in a.u.: -950.50939

---

(3)
2 unconnected molecules or ions with the total composition C5H14N2O5P in a non-equilibrium geometry. Source: the Open Molecules 2025 dataset; level of theory: ωB97M-V/def2-TZVPD.

Geometry as XYZ:
```
27
Properties=species:S:1:pos:R:3:mulliken_charge:R:1
C -2.991 -0.178 1.101 0.03
C -1.064 2.530 -1.387 -1.20
C 0.849 -2.524 0.878 -0.84
C 0.095 -3.232 -0.222 -0.23
C 0.432 2.509 -1.008 0.52
N 1.176 2.077 -1.957 -0.30
N 0.043 -1.482 1.581 -0.08
O -2.982 -0.975 1.999 -0.48
O -0.464 -2.268 -1.065 -0.47
O -0.529 0.960 2.280 -0.56
O -1.897 0.104 0.420 -0.15
O 0.590 0.775 0.123 -0.51
P -0.293 0.076 1.045 0.57
H -3.861 0.291 0.727 0.46
H -1.285 2.397 -2.370 0.51
H -1.420 3.535 -1.009 0.33
H -1.587 1.795 -0.808 0.25
H 1.214 -3.234 1.627 0.35
H 1.738 -2.055 0.493 0.34
H -0.786 -3.748 -0.002 0.35
H 0.788 -3.971 -0.808 0.25
H 0.649 3.062 -0.066 0.30
H 2.114 2.337 -1.868 0.27
H 0.737 1.505 -2.742 0.28
H -0.827 -1.911 1.978 0.39
H 0.212 -1.675 -1.173 0.25
H -0.934 0.818 3.156 0.38
```

Values from the calculation:
Largest force on an atom in eV/Å: 5.0
Lowest unoccupied orbital energy in eV: -3.27
Total charge: +1
Highest occupied orbital energy in eV: -13.462
Gap between HOMO and LUMO in eV: 10.196
Energy relative to the best compared isomer or geometry (same formula, charge and spin) in eV: 0.5136
Spin multiplicity: 1
Total energy in a.u.: -1025.79151

---

(4)
A gas-phase ion, C5H14N2OP (charge +1) in a non-equilibrium geometry. Source: the Open Molecules 2025 dataset; level of theory: ωB97M-V/def2-TZVPD.

Geometry as XYZ:
```
23
Properties=species:S:1:pos:R:3:mulliken_charge:R:1
C -0.327 -0.516 0.422 0.96
C -1.635 -1.206 0.207 -1.32
C -0.020 -1.521 2.602 -0.98
C 1.776 -0.116 1.531 -0.92
C 0.086 2.609 -2.257 -0.90
N 0.435 -0.766 1.458 0.08
N 0.152 0.323 -0.498 -0.53
O 0.242 -0.103 -2.922 -0.50
P -0.349 0.871 -1.886 0.37
H -1.391 -1.981 -0.482 0.32
H -2.163 -1.646 1.132 0.39
H -2.354 -0.472 -0.167 0.37
H -1.008 -1.119 2.751 0.40
H -0.157 -2.531 2.421 0.37
H 0.687 -1.472 3.432 0.34
H 1.683 0.546 2.405 0.37
H 2.538 -0.785 1.709 0.40
H 1.869 0.265 0.428 0.26
H -0.859 3.171 -2.147 0.33
H 0.874 3.090 -1.553 0.33
H 0.475 2.620 -3.306 0.36
H 1.221 0.058 -3.006 0.37
H -1.776 0.681 -2.275 0.12
```

Values from the calculation:
Largest force on an atom in eV/Å: 3.5
Lowest unoccupied orbital energy in eV: -2.82
Total charge: +1
Highest occupied orbital energy in eV: -13.356
Gap between HOMO and LUMO in eV: 10.535
Energy relative to the best compared isomer or geometry (same formula, charge and spin) in eV: 0.0969
Spin multiplicity: 1
SMILES: CC(=[N+]=[P@@H](C)O)N(C)C
Total energy in a.u.: -724.77921